# 1
34
Properties=species:S:1:pos:R:3:forces:R:3 method="wB97M-V/def2-TZVPD" gap_ev="5.489 / 6.724" spin_multiplicity=3 s2=2.04 homo_energy_ev="-2.23 / -3.53" total_charge=-1
C -2.0441 -2.0576 -0.7549 -0.61 0.36 -0.44
C -1.2592 -1.5634 -1.8468 -0.40 0.19 -0.56
C -1.4712 -0.1461 -1.9474 -1.11 -0.58 -0.43
C -2.3981 0.2442 -0.9221 -0.72 -1.06 -1.03
C -2.7760 -0.9502 -0.2041 -0.32 -0.23 -1.17
V -0.6648 -0.5525 0.0254 0.71 1.18 1.66
C 1.5619 -3.3520 -0.9684 -0.13 -0.73 0.09
C 1.1533 -4.2043 -0.0367 0.73 1.07 0.69
C 0.9020 -4.7108 1.1612 -0.17 -0.05 -0.48
N -0.9675 0.0397 1.5657 1.39 -0.23 1.49
H -1.0392 0.5129 -2.6994 -0.06 -0.24 0.39
H -0.6152 -2.1605 -2.4900 -0.22 0.24 0.25
H -2.7993 1.2424 -0.7674 0.27 -0.30 0.13
H -3.5009 -1.0116 0.6049 0.48 0.11 -0.14
H -2.1034 -3.0984 -0.4369 0.06 0.40 -0.03
H 1.2646 -3.4225 -2.0205 -0.46 0.32 0.61
H -1.0237 0.3182 2.5367 -0.42 0.07 -0.10
H 2.2777 -2.5481 -0.7289 0.08 -0.87 -0.08
H 1.0691 -5.7670 1.4041 0.50 0.52 -0.07
H 0.4960 -4.0865 1.9733 -0.51 -0.29 -0.74
Cl 3.1835 1.1701 1.4896 0.59 -0.38 0.26
C 1.9187 2.2429 1.0574 -1.43 0.71 -0.64
C 1.8221 3.4657 1.7054 -0.40 0.16 -0.07
C 0.7738 4.3436 1.3968 0.22 -0.06 0.10
C -0.1498 3.9986 0.4067 0.15 -0.11 -0.10
C -0.0306 2.7954 -0.2747 0.30 0.33 0.22
C 0.9849 1.8660 0.0466 0.68 -0.16 -0.08
C 1.0611 0.5945 -0.6613 0.09 -0.68 -0.04
H 2.5647 3.7340 2.4534 -0.13 -0.05 -0.08
H 0.6949 5.2972 1.9192 0.02 -0.23 -0.10
H -0.9708 4.6755 0.1631 0.22 -0.12 0.06
H -0.7407 2.5412 -1.0660 0.23 0.01 0.32
H 1.0025 0.6708 -1.7531 0.12 0.05 0.33
H 1.8239 -0.1214 -0.3306 0.26 0.65 -0.23


# 2
45
Properties=species:S:1:pos:R:3:forces:R:3 method="wB97M-V/def2-TZVPD" gap_ev="7.385 / 7.454" e_above_lowest_kcal_mol=10.3 spin_multiplicity=2 s2=0.77 homo_energy_ev="-14.64 / -15.19" total_charge=+2
Ti 0.2743 1.5660 -1.2477 -0.81 -0.36 2.17
F -4.0437 0.0260 0.9007 0.08 -0.24 0.12
C -4.4112 1.2157 0.4050 -0.03 0.20 0.03
F -4.8636 1.0194 -0.8292 -0.07 0.01 -0.15
F -5.4067 1.6827 1.1568 0.00 -0.04 -0.05
C -3.2335 2.1681 0.4249 -0.10 -0.05 0.05
C -3.3014 3.3475 1.1428 -0.03 0.09 0.07
C -2.2020 4.2007 1.2106 -0.26 0.09 0.15
C -1.0526 3.8256 0.5789 0.24 -0.26 -0.20
N -0.9761 2.6735 -0.1246 -0.93 0.61 0.67
C -2.0554 1.8564 -0.2449 0.07 0.11 0.14
S -1.8057 0.4572 -1.3104 -0.15 0.03 0.11
H -4.2209 3.6001 1.6559 0.03 0.00 -0.02
H -2.2437 5.1324 1.7563 -0.02 -0.03 -0.01
H -0.1595 4.4323 0.6165 0.07 0.01 -0.03
C 2.5777 -3.1475 0.7291 -0.05 0.20 0.08
N 1.1237 -3.0714 0.2216 0.02 0.09 -0.02
C 0.1933 -2.9832 1.4517 0.11 0.15 0.02
N 0.5607 -1.8788 2.2683 -0.03 0.04 0.03
C 1.9529 -1.9839 2.7100 -0.05 0.04 -0.21
N 2.8620 -2.0288 1.5612 0.08 -0.02 0.01
C 2.9685 -0.7569 0.8505 -0.16 -0.01 -0.07
P 1.3095 -0.2886 0.1518 -0.28 -0.48 0.50
C 0.9372 -1.8956 -0.6956 0.12 -0.07 0.06
C 0.2613 -0.5810 1.6660 0.21 -0.18 -0.05
H 3.2256 -3.1842 -0.1440 0.02 0.01 -0.05
H 2.6574 -4.0776 1.2880 -0.01 -0.04 0.04
H 0.9056 -3.9272 -0.2922 -0.01 -0.02 -0.03
H 0.3145 -3.9222 1.9875 0.02 -0.05 0.03
H -0.8253 -2.8956 1.0802 -0.04 0.03 -0.03
H 2.0781 -2.8894 3.3020 -0.01 -0.04 -0.02
H 2.2002 -1.1281 3.3332 0.01 0.02 0.03
H 3.6917 -0.8312 0.0400 0.08 -0.03 -0.03
H 3.3143 0.0230 1.5254 0.03 0.02 0.09
H 1.5952 -2.0232 -1.5526 0.06 -0.04 -0.09
H -0.0894 -1.8822 -1.0494 -0.15 -0.05 -0.01
H -0.7861 -0.5343 1.3735 -0.11 0.00 -0.01
H 0.4460 0.2076 2.3931 0.01 0.06 0.07
O 1.5928 2.0681 -2.3345 1.33 0.31 -1.47
N 0.9586 1.0330 -2.9712 0.37 0.19 -1.57
C 0.8288 1.0893 -4.2487 0.27 -0.35 -0.27
C 0.0932 0.0053 -4.8400 0.01 -0.01 -0.09
N -0.4803 -0.8974 -5.2593 0.06 0.13 0.07
C 1.3979 2.1442 -5.0284 0.06 0.06 -0.06
N 1.8359 3.0340 -5.6089 -0.06 -0.14 0.05


# 3
34
Properties=species:S:1:pos:R:3:forces:R:3 method="wB97M-V/def2-TZVPD" smiles="O=C1CN2[C@@H]3CC[C@H]2[C@H]1[C@@H](c1ccc(F)cc1)C3" gap_ev=9.177 e_above_lowest_kcal_mol=0.0 spin_multiplicity=1 homo_energy_ev=-8.45
O 1.4837 -3.1310 1.7952 -1.09 1.04 -1.36
C 0.8366 -2.6333 0.8755 1.72 -1.35 2.12
C -0.2238 -3.3756 0.0727 -0.39 2.01 0.00
N -0.5422 -2.3574 -0.9395 -1.39 -1.11 -1.15
C -1.5833 -1.3482 -0.6823 0.01 0.25 0.73
C -1.3128 -0.3179 -1.7491 -0.16 1.25 -0.54
C 0.1595 -0.4630 -2.1197 0.16 -0.64 0.25
C 0.6478 -1.5580 -1.1680 0.41 -0.20 -0.46
C 1.0419 -1.2439 0.2753 0.20 0.19 -0.50
C 0.0902 -0.2691 0.9741 -0.17 0.95 -0.35
C 0.3705 1.2495 0.7899 -0.77 -0.14 0.66
C -0.4921 2.1244 1.5220 1.18 0.06 -1.21
C -0.3046 3.5003 1.4786 0.36 -0.25 0.32
C 0.7906 4.0104 0.7957 -0.18 -1.26 -0.18
F 1.0613 5.3161 0.9127 0.07 0.22 -0.37
C 1.6089 3.1696 0.0397 0.43 1.20 -0.28
C 1.4278 1.7921 0.0511 -1.11 -0.05 0.89
C -1.3865 -0.6508 0.6911 -0.47 -0.88 0.04
H -1.0777 -3.7067 0.6770 0.20 0.21 -0.14
H 0.2196 -4.2237 -0.4035 0.32 -0.69 -0.26
H -2.6023 -1.7606 -0.8138 0.53 0.01 0.42
H -1.4921 0.7248 -1.3720 -0.21 -0.97 -0.47
H -1.9088 -0.5300 -2.6303 -0.29 0.29 -0.06
H 0.2763 -0.8244 -3.1452 0.02 0.12 0.14
H 0.6799 0.4679 -2.0089 0.40 0.35 -0.06
H 1.4517 -2.1509 -1.6555 -0.39 0.13 0.35
H 2.0706 -0.9222 0.3235 0.38 -0.01 0.56
H 0.2473 -0.4245 2.0279 0.07 -0.08 0.61
H -1.2923 1.7567 2.1361 -0.20 -0.33 0.05
H -0.9440 4.1600 2.0491 0.03 0.07 0.00
H 2.3763 3.6525 -0.5840 -0.18 -0.39 0.48
H 2.1009 1.1168 -0.4439 0.22 0.11 -0.33
H -2.0650 0.2050 0.7680 0.22 -0.10 -0.05
H -1.7142 -1.3547 1.4602 0.03 -0.01 0.17


# 4
44
Properties=species:S:1:pos:R:3:forces:R:3 method="wB97M-V/def2-TZVPD" gap_ev="3.352 / 5.220" e_above_lowest_kcal_mol=9.1 spin_multiplicity=5 s2=6.04 homo_energy_ev="0.56 / -1.32" total_charge=-2
V 0.9773 0.9136 0.0169 -1.65 -2.79 -0.72
F 2.8529 1.2165 -0.4698 -0.85 0.43 0.50
C -0.1028 -2.9601 -1.2917 1.06 1.17 0.12
C 0.3624 -1.6802 -1.2106 -1.23 0.90 -0.39
C 0.0418 -0.6713 -2.3167 0.03 -0.58 0.39
O 0.4095 0.5148 -2.0202 0.59 1.04 0.62
C -0.5354 -1.0851 -3.4887 0.63 0.14 0.24
C -0.9232 -2.4470 -3.6530 0.16 0.91 -0.50
C -0.8847 -3.3507 -2.4307 0.24 -1.36 1.16
O -1.4500 -4.4333 -2.4066 -0.34 -0.18 -0.78
O -1.2345 -2.8740 -4.7547 -0.31 -0.80 -0.35
O 0.9434 -1.1078 -0.2143 0.42 0.27 0.51
H 0.1249 -3.6216 -0.4683 -0.41 -0.30 -0.06
H -0.4715 -0.4891 -4.3906 -0.36 0.26 0.12
C -2.9104 -0.5291 -0.0175 -0.04 0.01 0.38
C -1.8774 -0.2547 0.8838 -0.04 -0.59 -0.11
C -1.6323 -1.1678 1.9608 1.89 -0.08 0.70
O -0.6355 -1.0114 2.7767 -0.57 -0.10 0.04
C -2.3050 -2.4420 2.0300 -1.20 0.36 -0.82
C -3.3036 -2.7753 1.0552 -0.89 0.44 -0.76
C -3.6571 -1.7474 -0.0285 1.11 -0.52 0.07
O -4.4268 -2.1046 -0.9328 -0.55 0.41 0.02
O -3.9653 -3.8345 1.0534 0.41 -0.32 0.73
O -1.0713 0.7734 0.7190 1.45 1.19 -0.28
H -3.0695 0.2047 -0.8023 -0.04 -0.18 -0.14
H -2.1206 -3.1259 2.8479 0.21 0.03 -0.01
C 2.9327 -0.0668 2.6376 -0.83 -0.11 -0.53
O 1.6573 -0.0824 1.9963 1.27 0.38 0.59
H 3.3225 -1.0856 2.5775 0.53 0.19 0.04
H 3.5454 0.6584 2.1065 0.23 -0.20 -0.06
H 2.8516 0.2264 3.6916 -0.05 0.02 0.01
H 1.1139 -0.7599 2.4423 -1.07 0.29 -0.60
C 1.0322 3.6588 -1.7834 0.86 0.91 0.42
O 0.3723 2.9053 -0.7776 0.07 0.50 -0.55
H 1.3448 4.6348 -1.3716 -0.14 -0.08 0.14
H 1.9709 3.1688 -2.0271 -0.30 -0.43 -0.28
H 0.4221 3.9106 -2.6505 -0.11 -0.64 -0.11
H -0.4897 3.3081 -0.6434 -0.24 -0.59 0.34
C 2.1136 3.4530 1.8042 -0.89 0.32 -0.66
O 1.1140 2.4315 1.6740 0.88 0.76 0.51
H 2.8673 3.3267 1.0313 0.08 -0.39 0.12
H 1.6048 4.4023 1.5910 0.29 0.18 0.22
H 2.5379 3.4706 2.8079 0.15 -0.09 -0.05
H 0.5509 2.5294 2.4466 -0.46 -0.76 -0.23